CH2O2S2 | ωB97M-V with the def2-TZVPD basis set

As for the gap between HOMO and LUMO (spin up / spin down): 7.549 / 7.418 eV. The energy above the lowest of the compared OMol25 structures with the same formula, charge and spin is 80.2 kcal/mol. The HOMO energy (spin up / spin down) is -9.5 / -9.4 eV.

Last column: natural (NBO) charge in e.
Geometry (Å):
C 0.1646 -0.3238 -0.3903  -0.67
O -1.9758 0.9255 -0.5170  -0.87
O 0.1077 2.2656 -0.0075  -0.87
S 1.6930 -0.6168 0.4036  0.18
S -0.7089 1.0724 0.1423  1.84
H -0.6545 -1.4165 -0.1169  0.25
H 1.3739 -1.9064 0.4858  0.13

Forces on atoms 1 to 3 (eV/Å):
-1.7 -4.1 2.7
-1.1 0.8 0.3
-0.4 -0.3 0.6

---

C2H16O5 | ωB97M-V with the def2-TZVPD basis set

As for the gap between HOMO and LUMO: 11.169 eV. The energy above the lowest of the compared OMol25 structures with the same formula, charge and spin is 9.0 kcal/mol. The HOMO energy is -10.8 eV.

Last column: natural (NBO) charge in e.
Geometry (Å):
C -0.2281 1.4190 0.9340  -0.61
C 0.6710 0.3183 0.3508  -0.64
H -0.9104 0.9853 1.6590  0.22
H -0.9279 1.8274 0.1964  0.19
H 0.2728 2.2591 1.3977  0.21
H 0.0964 -0.0909 -0.4788  0.20
H 1.6415 0.6737 0.0523  0.20
H 0.7126 -0.4771 1.0952  0.23
H 3.1520 1.6623 1.3193  0.46
H 2.9432 2.9033 2.0281  0.47
O 3.0992 2.6092 1.1153  -0.93
H -1.0096 -2.9571 2.8338  0.46
H -1.1775 -2.3980 1.4168  0.49
O -1.2680 -2.1617 2.3606  -0.98
H -0.3707 2.0183 -2.8649  0.49
H 0.6463 0.9828 -2.1757  0.49
O -0.1206 1.1028 -2.7394  -0.98
H -1.5321 -2.4901 -0.8176  0.51
H -0.0845 -2.6032 -0.3881  0.47
O -0.9342 -3.0490 -0.2884  -0.96
H -2.0577 -0.2937 -2.1287  0.49
H -0.8885 -1.0456 -2.6674  0.49
O -1.7252 -1.1951 -2.2102  -0.96

Forces on atoms 1 to 3 (eV/Å):
-0.8 0.1 -0.2
-1.4 0.1 0.6
0.1 -0.1 0.3

---

C25H29N5O2S | ωB97M-V with the def2-TZVPD basis set

As for the gap between HOMO and LUMO: 8.074 eV. The energy above the lowest of the compared OMol25 structures with the same formula, charge and spin is 0.0 kcal/mol. The HOMO energy is -8.0 eV.

Last column: natural (NBO) charge in e.
Geometry (Å):
O -1.7124 -3.6463 -0.3985  -0.64
C -1.5262 -2.4582 -0.2097  0.71
N -2.5655 -1.5866 -0.1530  -0.45
C -2.4506 -0.1481 0.0054  -0.22
H -1.9816 0.2956 -0.8835  0.19
C -3.8370 0.4682 0.1844  -0.24
N -4.6794 0.1541 -0.9445  -0.41
C -5.2336 1.1504 -1.6901  0.40
N -5.0908 2.3944 -1.2211  -0.50
C -5.6359 3.3955 -1.8883  0.07
C -6.3558 3.2418 -3.0576  -0.32
C -6.5054 1.9510 -3.5530  -0.14
C -5.9447 0.8907 -2.8762  -0.32
H -6.0534 -0.1127 -3.2527  0.22
H -7.0569 1.7768 -4.4662  0.21
H -6.7830 4.0914 -3.5651  0.22
H -5.4774 4.3732 -1.4500  0.19
C -4.6279 -1.2145 -1.4159  -0.22
H -5.6435 -1.6018 -1.5571  0.20
C -3.9044 -2.0868 -0.3975  -0.23
H -3.7998 -3.1061 -0.7760  0.26
H -4.4721 -2.1252 0.5386  0.19
H -4.1000 -1.2699 -2.3791  0.19
H -4.2922 0.1007 1.1112  0.19
H -3.7645 1.5553 0.2403  0.27
H -1.8395 0.0927 0.8798  0.21
C -0.1333 -1.8940 0.0273  -0.32
C 0.1744 -1.9892 1.5275  -0.38
C 1.5929 -1.5097 1.8163  -0.41
C 2.6039 -2.3567 1.0434  -0.20
C 2.3141 -2.2416 -0.4528  -0.41
C 0.8957 -2.7103 -0.7572  -0.38
H 0.6962 -2.6171 -1.8267  0.21
H 0.7824 -3.7622 -0.4917  0.22
H 2.4279 -1.2017 -0.7718  0.19
H 3.0254 -2.8431 -1.0200  0.23
C 4.0585 -2.0173 1.4043  -0.23
N 4.4288 -0.6362 1.1279  -0.46
C 5.0442 -0.3316 -0.0544  0.29
S 5.5008 -1.4380 -1.1873  -0.20
N 5.3213 0.9789 -0.3009  -0.58
C 5.0804 2.0027 0.5782  0.27
C 5.3719 3.3292 0.2634  -0.28
C 5.1214 4.3181 1.1921  -0.15
C 4.5842 4.0056 2.4371  -0.24
C 4.2967 2.6948 2.7540  -0.12
C 4.5397 1.6820 1.8277  -0.24
C 4.2366 0.2859 2.1600  0.69
O 3.8429 -0.0716 3.2485  -0.58
H 3.8827 2.4192 3.7115  0.24
H 4.3956 4.7899 3.1530  0.22
H 5.3475 5.3451 0.9483  0.22
H 5.7924 3.5679 -0.7020  0.22
H 5.7729 1.1694 -1.1864  0.43
H 4.2052 -2.1725 2.4758  0.24
H 4.7354 -2.6636 0.8424  0.24
H 2.4667 -3.4036 1.3361  0.21
H 1.7949 -1.5675 2.8866  0.23
H 1.6842 -0.4613 1.5186  0.19
H 0.0671 -3.0302 1.8385  0.21
H -0.5412 -1.3949 2.1006  0.20
H -0.0766 -0.8506 -0.2922  0.21

Forces on atoms 1 to 3 (eV/Å):
0.1 -0.4 0.0
0.2 0.3 0.0
-0.4 0.0 0.0

---

C2H2F4 | ωB97M-V with the def2-TZVPD basis set

As for the gap between HOMO and LUMO (spin up / spin down): 9.620 / 9.233 eV. The energy above the lowest of the compared OMol25 structures with the same formula, charge and spin is 101.0 kcal/mol. The HOMO energy (spin up / spin down) is -9.4 / -9.2 eV.

Last column: natural (NBO) charge in e.
Geometry (Å):
C 1.3399 0.0746 0.4617  0.54
C -1.3673 -0.0500 -0.4256  0.55
F 1.7576 1.3284 0.3344  -0.32
F 1.8205 -0.6982 -0.6011  -0.37
F -1.8779 -0.8396 0.5587  -0.35
F -1.7995 1.2106 -0.3282  -0.33
H 1.5588 -0.4768 1.4762  0.14
H -1.4322 -0.5489 -1.4760  0.14

Forces on atoms 1 to 3 (eV/Å):
0.5 -2.0 -0.3
0.3 -1.0 -0.4
-0.1 -0.7 0.3

---

C6H7F | ωB97M-V with the def2-TZVPD basis set

As for the gap between HOMO and LUMO: 9.268 eV. The energy above the lowest of the compared OMol25 structures with the same formula, charge and spin is 114.0 kcal/mol. The HOMO energy is -8.4 eV.

Last column: natural (NBO) charge in e.
Geometry (Å):
C 0.7813 0.5448 -0.1001  -0.06
C 1.0870 -0.9484 -0.1674  0.44
C -1.7062 -1.1179 0.6870  -0.40
C -1.4635 -0.9031 -0.6000  -0.21
C -0.0947 -0.4017 -0.9907  -0.31
C 1.1329 1.8468 0.4127  -0.71
F 1.6584 -2.1360 0.0396  -0.29
H -2.5559 -1.5147 1.2100  0.21
H -0.8867 -0.6768 1.3030  0.20
H -2.0407 -1.1377 -1.5305  0.21
H 0.1855 -0.4773 -2.1221  0.18
H 2.0353 1.7134 1.1403  0.25
H 0.2621 2.5140 0.8629  0.24
H 1.6052 2.6947 -0.1446  0.24

Forces on atoms 1 to 3 (eV/Å):
1.7 -8.6 -1.1
-2.5 7.7 -0.4
0.9 1.2 0.2

---

C6H10OSi | ωB97M-V with the def2-TZVPD basis set

As for the gap between HOMO and LUMO: 9.862 eV. The energy above the lowest of the compared OMol25 structures with the same formula, charge and spin is 57.5 kcal/mol. The HOMO energy is -8.9 eV.

Last column: natural (NBO) charge in e.
Geometry (Å):
C -2.2642 0.8952 -0.3725  -0.39
C -2.6070 -0.3656 0.0651  -0.04
C -1.1688 1.6390 -0.3743  0.22
C -3.2372 -1.2720 0.5622  -0.20
C 2.7752 0.4892 0.7565  -1.13
C 0.6893 -1.6448 -0.2475  -1.08
O 0.1331 1.2900 0.1345  -0.90
Si 1.2877 0.2349 -0.3859  1.63
H -3.0982 1.4217 -0.7884  0.24
H -3.5807 -2.0131 1.2080  0.23
H -1.2671 2.7920 -0.7135  0.20
H 3.5222 -0.3185 0.3695  0.23
H 3.3914 1.3757 0.4822  0.25
H 2.4946 0.3105 1.7858  0.25
H 1.4271 -2.1714 -0.8223  0.24
H 0.5430 -1.7749 0.8074  0.23
H -0.3277 -1.5545 -0.6363  0.24
H 1.2872 0.6665 -1.8307  -0.22

Forces on atoms 1 to 3 (eV/Å):
0.3 1.6 -1.1
-1.0 -1.9 1.3
2.8 2.0 0.4